{"formula": "C42H29BrF4N3OPV", "method": "ωB97M-V/def2-TZVPD", "e_homo_ev": [-10.112, -10.291], "homo_lumo_gap_ev": [6.38, 6.49], "multiplicity": 3, "charge": 1, "elements": ["V", "C", "C", "N", "N", "C", "O", "C", "C", "C", "C", "C", "C", "C", "C", "C", "C", "C", "N", "H", "H", "H", "H", "H", "H", "H", "H", "H", "H", "H", "H", "F", "C", "C", "F", "C", "F", "C", "P", "C", "C", "C", "C", "C", "C", "C", "C", "C", "C", "C", "C", "C", "Br", "C", "F", "H", "H", "H", "H", "H", "H", "H", "H", "H", "H", "C", "C", "C", "C", "C", "C", "C", "C", "C", "C", "H", "H", "H", "H", "H", "H", "H"], "coordinates": [[-0.31447, 0.45160, -1.12927], [-3.05264, 3.36321, 0.46946], [-2.17717, 2.49531, -0.35953], [-1.62787, 1.40381, 0.04489], [-1.89905, 0.88948, 1.28844], [-1.37080, -0.32462, 1.32846], [-0.68070, -0.81781, 0.36490], [-1.61823, -1.17725, 2.50731], [-2.02103, -0.62321, 3.71973], [-2.21942, -1.44677, 4.81556], [-2.03481, -2.81926, 4.69580], [-1.64622, -3.37102, 3.48284], [-1.42784, -2.55027, 2.38792], [-1.88027, 2.79506, -1.78109], [-2.34706, 3.91845, -2.43836], [-2.07526, 4.06434, -3.79135], [-1.36495, 3.07940, -4.45686], [-0.93000, 1.98125, -3.73722], [-1.15909, 1.85091, -2.42881], [-3.26680, 2.86987, 1.41253], [-3.98881, 3.58386, -0.04552], [-2.55473, 4.31467, 0.67458], [-2.16838, 0.44554, 3.79710], [-2.52441, -1.02220, 5.76279], [-2.19986, -3.46021, 5.55226], [-1.51010, -4.44056, 3.39163], [-1.11075, -2.96021, 1.43847], [-2.92344, 4.65911, -1.90301], [-2.43320, 4.93506, -4.32426], [-1.15672, 3.14631, -5.51451], [-0.40436, 1.15858, -4.20722], [7.31392, 0.51634, -2.32513], [6.13307, 0.45752, -1.73723], [6.01983, -0.01795, -0.44595], [7.10058, -0.40856, 0.20999], [4.77578, -0.06788, 0.16647], [4.75615, -0.48141, 1.43227], [3.61454, 0.31996, -0.48721], [1.95144, 0.26779, 0.28445], [2.01349, -1.12621, 1.43127], [1.61923, -1.03838, 2.75975], [1.62203, -2.17359, 3.55880], [2.00830, -3.39540, 3.03231], [2.37206, -3.49232, 1.69454], [2.36464, -2.36349, 0.89378], [1.99635, 1.81965, 1.24293], [1.25901, 2.89629, 0.75886], [1.29777, 4.13238, 1.38855], [2.08484, 4.30054, 2.51637], [2.84299, 3.23938, 2.99781], [2.80723, 2.00916, 2.36370], [3.76659, 0.82043, -1.78257], [2.30745, 1.51526, -2.76551], [4.99672, 0.89238, -2.40390], [5.12686, 1.37648, -3.63294], [1.28816, -0.09820, 3.18048], [1.30792, -2.09996, 4.59155], [2.01274, -4.27763, 3.65863], [2.65564, -4.44810, 1.27461], [2.63515, -2.45283, -0.15352], [0.65825, 2.79566, -0.14043], [0.72183, 4.95955, 0.99477], [2.11834, 5.25945, 3.01601], [3.47041, 3.37394, 3.86869], [3.41617, 1.19780, 2.74097], [-4.82938, -3.09634, -2.04415], [-4.60417, -1.97824, -1.21166], [-3.42298, -1.29618, -1.28054], [-2.39955, -1.69257, -2.17817], [-1.15102, -1.00679, -2.26044], [-0.21252, -1.44111, -3.15812], [-0.43824, -2.56269, -4.00038], [-1.62349, -3.22479, -3.92615], [-2.63305, -2.80813, -3.01391], [-3.86759, -3.49773, -2.92504], [-5.76698, -3.63267, -1.98119], [-5.37126, -1.66462, -0.51559], [-3.26310, -0.43989, -0.63765], [0.75860, -0.94484, -3.24171], [0.32857, -2.88130, -4.69478], [-1.81688, -4.08035, -4.56166], [-4.03400, -4.35217, -3.56978]], "forces_ev_per_angstrom": [[0.54, -1.18, -0.14], [-0.07, 0.01, 0.03], [0.08, 0.15, -0.25], [-0.30, 0.17, 0.51], [0.07, 0.04, -0.27], [-0.09, -0.09, 0.05], [-0.17, 0.16, -0.02], [0.01, 0.07, -0.04], [0.00, -0.03, 0.04], [0.01, 0.00, -0.01], [-0.01, -0.01, 0.02], [-0.02, 0.03, -0.04], [-0.06, -0.02, 0.04], [-0.03, -0.04, 0.19], [-0.03, 0.03, -0.04], [-0.03, 0.05, 0.01], [0.02, -0.06, -0.01], [-0.06, 0.00, 0.04], [-0.12, 0.40, -0.14], [0.01, 0.00, 0.00], [0.00, -0.02, -0.01], [0.00, 0.00, 0.00], [0.00, 0.00, -0.02], [0.00, 0.00, 0.00], [0.00, 0.00, 0.00], [0.00, 0.00, 0.00], [0.01, 0.00, 0.00], [0.01, 0.01, -0.01], [0.01, 0.00, 0.00], [-0.01, 0.00, 0.00], [0.02, 0.02, -0.02], [0.00, 0.00, -0.01], [-0.03, 0.02, -0.02], [0.01, -0.02, 0.04], [-0.01, 0.00, 0.01], [0.06, 0.01, 0.00], [-0.04, -0.02, 0.00], [-0.02, -0.02, -0.12], [0.06, 0.35, 0.21], [0.01, -0.11, -0.11], [0.02, 0.05, 0.03], [0.06, 0.00, -0.02], [0.01, 0.01, -0.01], [-0.03, 0.01, 0.02], [0.02, -0.04, 0.01], [0.04, -0.03, 0.00], [-0.05, 0.07, -0.06], [0.03, -0.04, 0.02], [0.00, -0.01, 0.00], [-0.01, 0.02, 0.00], [0.01, -0.07, 0.02], [-0.01, -0.02, -0.01], [-0.17, 0.04, -0.01], [0.08, -0.04, 0.04], [-0.02, 0.00, -0.02], [0.04, 0.06, -0.01], [-0.01, 0.01, 0.00], [0.00, 0.00, 0.00], [0.00, 0.00, 0.00], [0.01, 0.02, 0.00], [0.01, -0.02, 0.02], [0.00, 0.00, 0.00], [0.00, 0.00, 0.00], [0.00, 0.00, 0.00], [-0.03, -0.03, 0.00], [-0.01, 0.03, 0.04], [-0.01, -0.05, -0.04], [0.01, 0.01, 0.00], [0.04, 0.17, 0.10], [0.01, -0.01, -0.04], [0.11, 0.00, -0.01], [0.04, 0.06, 0.03], [-0.08, 0.02, 0.05], [0.00, -0.13, -0.12], [0.03, 0.03, 0.00], [0.00, 0.01, 0.00], [0.00, 0.00, 0.00], [0.02, 0.00, 0.00], [-0.01, 0.01, 0.01], [0.01, 0.00, 0.01], [0.00, 0.00, 0.01], [0.00, 0.00, 0.00]]}


{"formula": "C42H29Cl4KN3O2P2", "method": "ωB97M-V/def2-TZVPD", "e_homo_ev": -2.999, "homo_lumo_gap_ev": 4.53, "de_lowest_ev": 0.000, "charge": -1, "elements": ["K", "C", "C", "N", "C", "C", "C", "C", "C", "C", "C", "C", "C", "N", "C", "H", "H", "H", "H", "H", "H", "H", "H", "N", "P", "C", "C", "C", "C", "C", "C", "C", "C", "C", "C", "C", "C", "P", "C", "C", "C", "C", "C", "C", "C", "C", "C", "C", "C", "C", "H", "H", "H", "H", "H", "H", "H", "H", "H", "H", "H", "H", "H", "H", "H", "H", "H", "H", "H", "H", "H", "Cl", "C", "C", "Cl", "C", "Cl", "C", "O", "C", "O", "C", "Cl"], "coordinates": [[0.46459, 0.70709, -0.14391], [4.44378, 1.70612, 2.90441], [3.22097, 1.66067, 2.21334], [3.09271, 1.17485, 1.00088], [4.18746, 0.68938, 0.38357], [5.44977, 0.67479, 0.99000], [5.55915, 1.20540, 2.28856], [6.57928, 0.13585, 0.27884], [6.44560, -0.34451, -0.97338], [5.17049, -0.33377, -1.63995], [4.99660, -0.80209, -2.95525], [3.75519, -0.74770, -3.53012], [2.68443, -0.23692, -2.77538], [2.82647, 0.20008, -1.54409], [4.04431, 0.16671, -0.97469], [4.48487, 2.12263, 3.90159], [2.31482, 2.02670, 2.68518], [6.52209, 1.21401, 2.78531], [7.54338, 0.12900, 0.77252], [7.29984, -0.74477, -1.50586], [5.84703, -1.19461, -3.50010], [3.58214, -1.09151, -4.54014], [1.68794, -0.17865, -3.20138], [-2.17202, -0.29821, 1.63739], [-1.74594, 1.26597, 2.25230], [-2.92406, 1.50450, 3.63511], [-2.43258, 1.34808, 4.92748], [-3.26972, 1.46933, 6.02804], [-4.60994, 1.77092, 5.84109], [-5.10638, 1.95284, 4.55663], [-4.26898, 1.81728, 3.46156], [-2.49953, 2.31588, 0.96878], [-3.45735, 1.86130, 0.06326], [-3.92813, 2.70177, -0.93222], [-3.45875, 4.00339, -1.02538], [-2.52172, 4.46824, -0.11753], [-2.03790, 3.62425, 0.86906], [-1.67033, -1.81159, 2.18065], [-2.45571, -1.98076, 3.82753], [-1.91482, -2.71560, 4.87755], [-2.63897, -2.93214, 6.04355], [-3.92169, -2.42610, 6.17430], [-4.48310, -1.71394, 5.12202], [-3.76252, -1.50408, 3.95994], [0.11427, -1.61524, 2.64484], [1.01068, -2.11011, 1.69569], [2.38418, -2.04333, 1.89873], [2.88017, -1.48924, 3.06727], [2.00250, -0.97305, 4.01224], [0.63245, -1.02852, 3.79864], [-2.14512, -0.31923, 0.57485], [-1.38090, 1.12272, 5.06911], [-2.87622, 1.32584, 7.02649], [-5.26901, 1.86611, 6.69528], [-6.15038, 2.20008, 4.40791], [-4.65974, 1.96217, 2.46086], [-3.79846, 0.83584, 0.10345], [-4.63348, 2.32412, -1.66135], [-3.79836, 4.64392, -1.82915], [-2.13552, 5.47616, -0.20236], [-1.27135, 3.97684, 1.55183], [-0.91808, -3.13164, 4.79519], [-2.19343, -3.49944, 6.85155], [-4.48334, -2.58921, 7.08560], [-5.48707, -1.31648, 5.20604], [-4.20360, -0.95140, 3.14147], [0.61286, -2.55029, 0.78693], [3.06080, -2.43095, 1.14636], [3.94986, -1.43850, 3.23470], [2.38709, -0.52062, 4.91897], [-0.04023, -0.62363, 4.54658], [-3.78455, -1.64473, -5.38374], [-2.93320, -0.55470, -4.32898], [-2.58032, 0.70419, -4.75048], [-2.99196, 1.23879, -6.35557], [-1.88248, 1.56201, -3.88582], [-1.43244, 3.16224, -4.41411], [-1.51176, 1.20424, -2.57838], [-0.85359, 1.96854, -1.80097], [-1.91886, -0.13870, -2.12341], [-1.58876, -0.52810, -0.92769], [-2.59078, -0.95894, -3.02156], [-3.02984, -2.55359, -2.46795]], "forces_ev_per_angstrom": [[0.15, 0.10, 0.25], [-0.03, -0.01, -0.04], [0.08, -0.01, 0.03], [-0.02, 0.07, -0.01], [-0.16, -0.08, -0.23], [0.19, -0.05, -0.01], [-0.06, 0.01, -0.02], [-0.06, 0.02, 0.02], [-0.05, 0.00, -0.04], [0.14, 0.00, 0.06], [-0.05, 0.03, 0.03], [-0.04, -0.02, 0.01], [0.16, 0.01, -0.01], [-0.10, -0.02, 0.01], [-0.05, 0.09, 0.17], [0.00, 0.00, 0.00], [-0.02, 0.01, 0.00], [0.02, -0.01, -0.01], [0.01, 0.00, 0.01], [0.01, 0.00, 0.00], [0.01, 0.00, 0.01], [0.01, 0.00, -0.01], [-0.03, 0.00, 0.01], [-0.08, 0.38, -0.08], [0.09, -0.24, -0.09], [0.01, 0.02, 0.15], [-0.02, 0.05, 0.03], [0.01, 0.02, -0.01], [0.01, -0.01, 0.05], [-0.03, -0.02, 0.01], [-0.04, 0.05, -0.06], [-0.06, -0.08, -0.08], [0.06, 0.04, 0.01], [-0.02, -0.01, 0.00], [-0.03, 0.01, -0.05], [0.03, 0.02, 0.03], [0.01, 0.03, 0.00], [0.22, -0.27, 0.02], [-0.25, 0.20, -0.08], [0.09, -0.04, 0.03], [0.04, 0.00, 0.01], [-0.04, 0.03, 0.01], [-0.07, -0.03, 0.01], [0.02, -0.08, 0.05], [-0.04, -0.06, -0.11], [0.04, 0.02, 0.02], [-0.03, -0.03, -0.03], [0.05, 0.03, 0.01], [-0.02, 0.00, 0.01], [-0.02, 0.02, 0.07], [-0.05, -0.04, 0.13], [-0.02, 0.01, 0.00], [0.00, 0.00, 0.01], [0.00, 0.01, 0.01], [-0.01, 0.00, 0.01], [0.01, -0.01, 0.01], [-0.03, -0.01, -0.01], [0.00, 0.00, -0.01], [0.00, 0.00, 0.00], [0.00, 0.01, 0.00], [0.01, -0.01, 0.01], [0.04, 0.02, -0.03], [0.00, -0.01, 0.01], [0.00, 0.00, 0.01], [0.00, 0.00, 0.01], [-0.01, -0.01, -0.01], [0.01, -0.04, -0.01], [0.01, -0.01, 0.00], [0.00, -0.01, 0.00], [0.01, 0.00, 0.01], [0.01, -0.07, -0.03], [0.00, 0.02, -0.02], [-0.03, -0.14, 0.06], [-0.01, 0.11, -0.11], [-0.01, -0.01, -0.01], [-0.07, 0.01, -0.02], [0.01, 0.00, 0.01], [-0.10, -0.27, 0.05], [0.12, 0.13, -0.07], [0.17, 0.19, -0.16], [0.01, -0.07, 0.04], [-0.16, 0.01, -0.08], [0.02, 0.00, 0.02]]}